Record 1
{"formula": "C29H33BrFN5O10P", "method": "ωB97M-V with the def2-TZVPD basis set", "lumo_ev": -4.864, "multiplicity": 1, "total_energy_ha": -5165.45089, "charge": 1, "homo_energy_ev": -11.2, "elements": ["C", "O", "C", "C", "C", "C", "N", "F", "P", "O", "Br", "H", "H", "H", "H", "H", "H", "H", "H", "H", "H", "H", "H", "H", "C", "C", "C", "C", "C", "C", "N", "O", "O", "H", "H", "H", "H", "H", "C", "C", "C", "C", "C", "C", "N", "O", "O", "H", "H", "H", "H", "H", "C", "C", "C", "C", "C", "C", "N", "O", "O", "H", "H", "H", "H", "H", "C", "C", "C", "C", "C", "C", "N", "O", "O", "H", "H", "H", "H", "H"], "xyz": [[2.681, -2.202, 0.176], [1.876, -1.203, -0.562], [1.575, -0.057, 0.353], [0.268, 0.818, -0.108], [-1.107, 0.488, 0.763], [-2.095, -0.575, -0.037], [-3.560, -0.438, 0.320], [-4.176, 0.620, -0.314], [-4.345, -2.002, -0.123], [-3.401, -2.899, -1.278], [-4.319, -3.205, 1.816], [1.959, -2.798, 0.879], [3.533, -1.706, 0.835], [3.204, -2.999, -0.531], [1.537, -0.462, 1.456], [2.511, 0.674, 0.296], [0.038, 0.782, -1.264], [0.521, 1.960, 0.132], [-1.689, 1.512, 0.915], [-0.723, 0.041, 1.797], [-1.745, -1.657, 0.320], [-2.003, -0.443, -1.216], [-3.737, -0.332, 1.365], [-2.825, -3.518, -0.704], [-8.420, -1.862, 1.640], [-9.795, -1.744, 1.847], [-10.479, -2.719, 2.576], [-9.772, -3.811, 3.099], [-8.392, -3.936, 2.885], [-7.720, -2.956, 2.152], [-10.480, -4.826, 3.887], [-11.704, -4.690, 4.038], [-9.815, -5.758, 4.360], [-7.890, -1.096, 1.075], [-10.334, -0.890, 1.443], [-11.551, -2.613, 2.729], [-7.832, -4.780, 3.281], [-6.649, -3.042, 1.983], [7.922, -2.400, -4.030], [6.546, -2.282, -3.822], [5.863, -3.257, -3.093], [6.570, -4.348, -2.571], [7.949, -4.473, -2.784], [8.622, -3.493, -3.517], [5.861, -5.363, -1.782], [4.638, -5.227, -1.631], [6.527, -6.295, -1.309], [8.451, -1.634, -4.594], [6.008, -1.427, -4.226], [4.791, -3.150, -2.940], [8.510, -5.318, -2.388], [9.693, -3.579, -3.686], [-3.908, 6.750, 2.242], [-3.403, 5.599, 2.848], [-2.451, 4.820, 2.187], [-2.008, 5.206, 0.915], [-2.520, 6.357, 0.300], [-3.473, 7.127, 0.970], [-0.989, 4.405, 0.226], [-0.576, 3.384, 0.795], [-0.599, 4.798, -0.883], [-4.646, 7.358, 2.763], [-3.748, 5.311, 3.839], [-2.067, 3.926, 2.674], [-2.188, 6.666, -0.689], [-3.874, 8.023, 0.502], [4.792, 3.686, -0.422], [5.297, 2.536, 0.185], [6.249, 1.756, -0.476], [6.692, 2.143, -1.749], [6.180, 3.293, -2.363], [5.227, 4.063, -1.694], [7.711, 1.342, -2.438], [8.124, 0.320, -1.869], [8.101, 1.734, -3.547], [4.054, 4.294, 0.100], [4.952, 2.248, 1.175], [6.633, 0.862, 0.010], [6.512, 3.602, -3.352], [4.826, 4.960, -2.161]]}

=====

Record 2
{"formula": "C29H33BrGeN3ORu", "method": "ωB97M-V with the def2-TZVPD basis set", "lumo_ev": -3.321, "multiplicity": 1, "total_energy_ha": -6109.95309, "charge": 1, "homo_energy_ev": -10.2, "de_lowest_kcal_mol": 7.6, "elements": ["Ru", "Br", "C", "C", "C", "C", "O", "C", "C", "N", "C", "C", "C", "C", "C", "C", "C", "C", "N", "C", "C", "H", "H", "H", "H", "H", "H", "H", "H", "H", "H", "C", "N", "C", "C", "C", "C", "C", "C", "C", "C", "H", "H", "H", "H", "H", "H", "H", "H", "H", "H", "H", "H", "C", "Ge", "C", "C", "C", "H", "H", "H", "H", "H", "H", "H", "H", "H", "H", "H"], "xyz": [[0.100, -0.055, -0.456], [-5.377, 2.433, 4.733], [-4.313, 2.117, 3.209], [-4.525, 2.845, 2.049], [-3.731, 2.616, 0.937], [-2.715, 1.670, 0.972], [-1.906, 1.447, -0.105], [-2.503, 0.921, 2.138], [-1.465, -0.084, 2.347], [-0.482, -0.373, 1.585], [0.561, -1.190, 2.104], [0.412, -2.254, 2.945], [1.550, -2.923, 3.448], [2.806, -2.500, 3.123], [2.982, -1.407, 2.239], [4.248, -0.922, 1.844], [4.323, 0.150, 1.005], [3.134, 0.699, 0.494], [1.938, 0.253, 0.795], [1.851, -0.771, 1.704], [-3.317, 1.166, 3.249], [-5.302, 3.596, 2.012], [-3.908, 3.200, 0.047], [-1.481, -0.532, 3.342], [-0.576, -2.609, 3.208], [1.415, -3.769, 4.107], [3.680, -2.991, 3.531], [5.143, -1.404, 2.217], [5.273, 0.566, 0.702], [3.177, 1.546, -0.176], [-3.159, 0.592, 4.153], [0.121, 0.165, -3.605], [0.914, 0.621, -2.449], [1.045, 2.084, -2.474], [2.250, -0.013, -2.583], [2.228, -1.378, -1.969], [3.231, -2.308, -2.225], [3.195, -3.550, -1.612], [2.139, -3.867, -0.765], [1.147, -2.929, -0.508], [1.181, -1.661, -1.093], [0.624, 0.432, -4.540], [-0.863, 0.627, -3.612], [0.013, -0.916, -3.558], [1.614, 2.412, -3.351], [1.551, 2.422, -1.571], [0.059, 2.544, -2.512], [2.992, 0.620, -2.099], [2.523, -0.059, -3.644], [4.040, -2.060, -2.904], [3.978, -4.273, -1.804], [2.096, -4.842, -0.295], [0.334, -3.194, 0.160], [-2.303, -1.500, -1.827], [-3.672, -0.097, -1.717], [-4.864, -0.502, -0.230], [-4.641, 0.100, -3.391], [-2.536, 1.508, -1.411], [-2.687, -2.470, -1.513], [-1.448, -1.300, -1.152], [-1.909, -1.600, -2.836], [-5.425, -1.401, -0.491], [-5.575, 0.301, -0.040], [-4.306, -0.700, 0.684], [-5.102, -0.853, -3.653], [-3.975, 0.392, -4.202], [-5.430, 0.845, -3.300], [-3.001, 2.477, -1.589], [-1.699, 1.427, -2.096]]}

=====

Record 3
{"formula": "C29H33F6N4", "method": "ωB97M-V with the def2-TZVPD basis set", "lumo_ev": -4.024, "multiplicity": 1, "total_energy_ha": -1942.81020, "charge": 1, "smiles": "CN(CC(F)(F)F)c1ccc(C(c2ccc(N(C)CC(F)(F)F)cc2)[n+]2cccc([C@H]3CCCN3C)c2)cc1", "homo_energy_ev": -10.5, "de_lowest_kcal_mol": 14.3, "elements": ["C", "N", "C", "C", "F", "F", "F", "C", "C", "C", "C", "C", "C", "C", "C", "C", "N", "C", "C", "C", "F", "F", "F", "C", "C", "N", "C", "C", "C", "C", "C", "C", "C", "C", "N", "C", "C", "C", "C", "H", "H", "H", "H", "H", "H", "H", "H", "H", "H", "H", "H", "H", "H", "H", "H", "H", "H", "H", "H", "H", "H", "H", "H", "H", "H", "H", "H", "H", "H", "H", "H", "H"], "xyz": [[4.390, 1.986, 4.241], [4.533, 0.667, 3.680], [5.897, 0.181, 3.523], [6.358, 0.470, 2.125], [7.621, 0.050, 1.850], [5.505, -0.128, 1.223], [6.299, 1.823, 1.879], [3.436, -0.083, 3.371], [3.479, -1.502, 3.403], [2.292, -2.206, 3.312], [1.116, -1.617, 2.806], [-0.082, -2.501, 2.388], [-1.456, -1.819, 2.272], [-2.549, -2.476, 1.680], [-3.716, -1.780, 1.374], [-3.993, -0.543, 1.998], [-5.169, 0.142, 1.726], [-5.764, 0.072, 0.407], [-6.109, 0.463, 2.798], [-5.883, 1.804, 3.438], [-7.038, 2.316, 3.967], [-4.973, 1.714, 4.469], [-5.402, 2.719, 2.540], [-3.010, -0.025, 2.872], [-1.780, -0.663, 3.008], [0.324, -3.240, 1.206], [1.463, -4.001, 1.286], [2.300, -4.123, 0.194], [1.795, -3.822, -1.068], [0.442, -3.503, -1.187], [-0.250, -3.391, -2.542], [-1.348, -2.309, -2.605], [-1.051, -1.468, -3.849], [0.104, -2.154, -4.579], [0.666, -3.083, -3.629], [1.459, -4.119, -4.236], [-0.283, -3.257, -0.022], [1.142, -0.230, 2.581], [2.220, 0.544, 2.999], [3.560, 2.005, 4.964], [5.319, 2.236, 4.765], [4.197, 2.748, 3.468], [6.532, 0.746, 4.213], [5.969, -0.897, 3.695], [4.423, -2.017, 3.588], [2.299, -3.247, 3.635], [-0.196, -3.240, 3.193], [-2.523, -3.549, 1.472], [-4.450, -2.190, 0.677], [-5.174, -0.569, -0.258], [-6.783, -0.320, 0.487], [-5.818, 1.073, -0.048], [-7.112, 0.478, 2.358], [-6.033, -0.291, 3.596], [-3.206, 0.904, 3.399], [-1.081, -0.272, 3.743], [1.702, -4.394, 2.265], [3.326, -4.459, 0.362], [2.434, -3.868, -1.945], [-0.719, -4.387, -2.725], [-1.353, -1.688, -1.708], [-2.317, -2.811, -2.671], [-0.732, -0.467, -3.554], [-1.922, -1.386, -4.500], [0.884, -1.450, -4.902], [-0.256, -2.678, -5.484], [1.857, -4.824, -3.501], [0.900, -4.695, -5.000], [2.300, -3.635, -4.756], [-1.356, -3.046, -0.078], [0.276, 0.259, 2.148], [2.142, 1.639, 3.008]]}

=====

no.,HOMO-LUMO gap (Eh)
1,0.234
2,0.252
3,0.237